73
Properties=species:S:1:pos:R:3:forces:R:3 method="wB97M-V/def2-TZVPD" total_charge=+3 orbital_gap_ev="8.2 / 5.6" lumo_energy_ev="-9.70 / -13.03" multiplicity=4 e_tot_ev=-124019.4022
Tc 1.93240 1.50312 1.38239 -0.19 -0.45 -0.22
N 3.64619 1.69118 2.57778 0.04 -0.04 0.07
C 3.40757 1.23025 3.98339 0.07 0.07 -0.01
C 2.44713 0.05706 3.97304 -0.09 -0.02 -0.07
N 1.25899 0.33336 3.09644 -0.01 0.06 0.12
C 0.11418 1.03070 3.77224 0.07 -0.09 -0.07
C 0.38182 2.51482 3.91361 0.06 0.10 -0.02
N 0.89962 3.03543 2.61291 -0.11 -0.04 -0.01
H 3.95847 2.66381 2.55520 0.04 -0.01 0.03
H 4.42070 1.16932 2.16924 0.01 0.01 0.04
H 4.35433 0.94242 4.43984 -0.02 -0.01 0.02
H 3.02458 2.07649 4.54640 0.00 -0.02 0.01
H 2.94114 -0.82612 3.56494 0.01 0.00 0.01
H 2.12088 -0.18355 4.98571 0.03 0.00 0.02
H 0.90122 -0.56903 2.79492 0.02 -0.03 0.03
H -0.75944 0.86555 3.13889 -0.02 0.02 0.02
H -0.08435 0.57241 4.74209 -0.01 0.02 0.01
H -0.52820 3.03532 4.20962 -0.01 -0.02 0.00
H 1.12244 2.72037 4.68207 -0.04 -0.01 0.03
H 0.12423 3.38270 2.04756 -0.01 0.00 0.03
H 1.47058 3.86890 2.75246 0.04 -0.02 0.01
C -5.33109 -1.77867 -2.63659 -0.04 0.08 -0.03
C -4.06643 -1.12925 -3.25311 0.14 -0.14 0.13
C -4.37484 0.30740 -3.66324 -0.05 0.01 -0.05
C -3.63987 -1.94929 -4.49658 -0.04 0.08 -0.04
C -2.96671 -1.22487 -2.23839 0.05 0.03 0.05
C -2.29741 -0.06961 -1.73803 -0.04 -0.15 -0.05
C -1.32917 -0.19626 -0.79836 -0.07 0.06 -0.14
Br -0.47176 1.39467 -0.20609 0.15 0.19 0.15
C -0.95001 -1.47179 -0.27421 -0.05 -0.20 0.07
O -0.08892 -1.50596 0.64426 0.04 -0.01 -0.01
C -1.58884 -2.69688 -0.81252 0.10 0.24 0.10
C -2.55546 -2.49552 -1.74502 -0.03 -0.01 -0.06
C -1.11514 -4.02704 -0.26141 -0.10 0.00 -0.09
C 0.37332 -4.20443 -0.56256 0.05 0.01 0.01
C -1.36150 -4.05534 1.24428 0.03 0.00 0.04
C -1.90327 -5.17189 -0.93090 0.03 -0.01 0.06
H -6.12806 -1.71363 -3.37736 -0.01 -0.01 0.02
H -5.65583 -1.24927 -1.74040 -0.01 0.01 0.00
H -5.19050 -2.83116 -2.39485 0.02 -0.02 -0.01
H -5.18916 0.29245 -4.38621 0.01 0.04 0.00
H -3.52670 0.79501 -4.14778 0.02 -0.02 -0.02
H -4.70620 0.91805 -2.82111 -0.03 -0.01 0.02
H -4.44404 -1.87540 -5.22875 0.02 -0.02 -0.01
H -3.49128 -3.00499 -4.27524 0.00 -0.02 0.01
H -2.73142 -1.54977 -4.94794 0.00 0.01 0.00
H -2.56421 0.90880 -2.11298 -0.02 0.02 -0.01
H -3.04944 -3.37092 -2.14356 -0.01 0.01 -0.01
H 0.97143 -3.40491 -0.10694 -0.01 0.00 0.01
H 0.57739 -4.21924 -1.63316 -0.02 0.00 -0.01
H 0.72539 -5.14134 -0.13080 -0.01 -0.01 -0.02
H -0.73790 -3.30685 1.75655 0.00 0.02 0.00
H -1.07011 -5.02334 1.65283 0.00 0.00 -0.01
H -2.40430 -3.86714 1.50042 -0.01 -0.02 -0.01
H -1.76715 -5.17013 -2.01243 0.02 -0.01 0.00
H -2.96634 -5.11998 -0.69479 -0.01 0.01 0.00
H -1.52057 -6.11630 -0.54800 -0.03 -0.02 -0.02
O 3.08001 -0.67010 -0.14296 -0.05 0.05 0.06
N 2.64022 0.19203 0.45399 0.11 -0.04 -0.03
C 3.87165 2.64171 -1.50524 0.02 0.01 -0.01
C 3.06592 3.61895 -0.66993 0.01 -0.38 0.10
O 2.26306 2.99553 0.30956 -0.07 0.60 -0.11
C 2.07170 4.40133 -1.55500 0.06 0.15 -0.11
F 1.27187 5.18396 -0.83171 -0.01 0.00 0.02
F 1.28723 3.51361 -2.19506 -0.02 -0.03 -0.02
F 2.71093 5.13450 -2.45098 -0.07 -0.05 0.02
C 3.99910 4.56103 0.12123 0.13 0.15 -0.11
F 4.73827 3.79407 0.97887 0.01 -0.05 0.01
F 4.83436 5.21037 -0.66083 -0.07 -0.03 0.06
F 3.32640 5.42251 0.87978 -0.03 -0.01 0.02
H 3.20286 1.93612 -1.99532 -0.01 0.00 0.00
H 4.58553 2.10526 -0.88074 0.01 0.00 0.01
H 4.43249 3.16939 -2.27543 0.00 0.00 0.00